ORCA calculation (wB97M-V/def2-TZVPD) on a molecular structure, C14H20N2O3S at a distorted geometry.

Results
HOMO-LUMO gap   8.715 eV
Highest occupied orbital energy   -8.49 eV
Molar mass   296.392 Da
Calculated total energy   -1278.539581 hartree
Relative energy (zero: lowest compared OMol25 entry of this formula, charge and spin)   11.0968 eV

Geometry as ORCA input:
```
! RIJCOSX wB97M-V def2-TZVPD def2/J DEFGRID3
* xyz 0 1
C -1.395 0.928 0.246
C 0.042 0.694 1.018
C -2.224 -0.032 1.190
C -3.665 -0.414 0.494
C -4.441 0.930 0.151
C -4.103 -1.737 0.075
C -5.855 0.639 -0.076
C -5.477 -1.913 -0.494
C -6.415 -0.851 -0.339
C 2.421 1.085 0.375
C 3.205 2.259 -0.161
C 3.470 -0.143 0.108
C 4.678 -0.540 0.977
C 6.011 -2.094 -1.255
H -2.570 0.630 -1.437
H -1.072 -0.473 -1.488
H -2.174 1.775 0.199
H -2.279 0.419 2.190
H -1.600 -0.884 1.240
H -3.965 1.960 0.377
H -3.595 -2.676 0.194
H -6.805 1.239 0.024
H -5.709 -2.980 -0.951
H -7.533 -1.150 -0.319
H 0.373 1.589 -0.959
H 2.250 1.166 1.410
H 3.507 0.038 -1.043
H 2.736 -1.114 -0.016
H 4.261 -0.697 1.901
H 5.792 0.086 1.042
H 6.618 -1.031 -1.356
H 6.782 -2.839 -1.323
H 5.359 -2.088 -2.269
H 1.568 3.146 -0.467
N -1.431 0.548 -1.194
N 1.016 0.961 0.034
O 0.265 0.182 2.187
O 4.442 2.265 0.092
O 2.385 3.316 -0.764
S 5.127 -2.201 0.387
*
```